Record 1
H2LiO as an isolated structure in a non-equilibrium geometry. Source: OMol25; level of theory: ωB97M-V/def2-TZVPD.

Output
Energy above the lowest of the compared OMol25 structures with the same formula, charge and spin in eV: 0.670
DFT total energy in a.u.: -83.73935
HOMO-LUMO gap in eV: 11.7

The geometry in ORCA input format:
```
! wB97M-V def2-TZVPD RIJCOSX def2/J DEFGRID3
* xyz 1 1
O 0.418 0.140 0.376
H 0.912 0.356 -0.447
H 0.700 -0.775 0.602
Li -2.030 0.279 -0.531
*
```

Record 2
C20H20F5NO2PSSn as an isolated structure in a non-equilibrium geometry. Source: OMol25; level of theory: ωB97M-V/def2-TZVPD.

Output
Energy above the lowest of the compared OMol25 structures with the same formula, charge and spin in eV: 3.313
DFT total energy in a.u.: -2432.20725
HOMO-LUMO gap in eV: 5.5

The geometry in ORCA input format:
```
! wB97M-V def2-TZVPD RIJCOSX def2/J DEFGRID3
* xyz 1 1
Sn 1.225 -0.894 1.467
F -1.838 -2.086 -5.609
C -1.045 -1.904 -4.566
C -1.150 -0.733 -3.823
F -2.045 0.189 -4.170
C -0.317 -0.548 -2.740
F -0.428 0.590 -2.044
C 0.634 -1.505 -2.360
S 1.785 -1.182 -1.110
C 0.703 -2.676 -3.128
F 1.573 -3.620 -2.807
C -0.120 -2.878 -4.223
F -0.041 -3.987 -4.944
N 1.167 -0.322 4.659
C 1.347 -0.622 3.563
C -1.921 -1.844 4.283
C -2.243 -2.037 2.802
P -1.391 -0.918 1.647
C -1.849 0.804 2.038
C -3.314 1.141 1.761
C -2.020 -1.285 -0.020
C -3.412 -1.916 -0.091
H -2.495 -2.563 4.864
H -2.188 -0.846 4.630
H -0.868 -1.997 4.498
H -3.305 -1.871 2.603
H -2.006 -3.057 2.488
H -1.184 1.450 1.457
H -1.595 0.965 3.090
H -3.555 1.059 0.702
H -3.509 2.168 2.064
H -3.993 0.501 2.325
H -1.291 -1.942 -0.497
H -1.992 -0.342 -0.553
H -3.430 -2.904 0.367
H -3.702 -2.034 -1.135
H -4.169 -1.301 0.394
O 3.963 1.529 2.315
C 3.405 1.524 1.260
O 2.414 0.613 0.984
C 3.678 2.420 0.106
C 2.653 2.905 -0.698
C 2.945 3.753 -1.751
C 4.264 4.096 -2.020
C 5.289 3.589 -1.235
C 4.999 2.756 -0.167
H 1.628 2.630 -0.488
H 2.147 4.146 -2.367
H 4.492 4.766 -2.838
H 6.317 3.851 -1.449
H 5.787 2.369 0.466
*
```

Record 3
One molecule with the formula C4H12OP2 in a non-equilibrium geometry. Source: OMol25; level of theory: ωB97M-V/def2-TZVPD.

Output
Energy above the lowest of the compared OMol25 structures with the same formula, charge and spin in eV: 5.062
DFT total energy in a.u.: -917.36819
HOMO-LUMO gap (alpha / beta) in eV: 6.4 / 7.0

The geometry in ORCA input format:
```
! wB97M-V def2-TZVPD RIJCOSX def2/J DEFGRID3
* xyz 0 1
C 0.856 -1.936 0.327
C 1.624 -1.020 -0.652
O 1.669 0.364 -0.157
C 0.668 1.162 -0.465
C 0.945 2.491 0.296
P -1.145 0.500 -0.244
P -3.488 -0.611 0.154
H 1.364 -2.079 1.322
H -0.202 -1.450 0.497
H 0.805 -2.962 -0.033
H 1.065 -1.107 -1.597
H 2.630 -1.443 -0.879
H 0.128 2.835 1.019
H 1.229 3.222 -0.471
H 1.868 2.330 0.864
H -1.732 1.599 -0.803
H -1.067 -0.553 -1.324
H -2.998 -1.555 1.039
H -4.219 0.214 1.108
*
```